(1)
DFT (ωB97M-V/def2-TZVPD) results for a molecular structure, C16H12CuN4S.

The geometry in XYZ format:
```
34
Properties=species:S:1:pos:R:3:forces:R:3:nbo_charge:R:1
Cu -0.1142 0.9972 0.7997 0.07 0.18 0.22 0.82
C -1.2047 -3.0874 -0.3246 -0.04 0.01 0.04 -0.25
C -1.2504 -1.8223 0.2720 0.03 0.03 0.07 0.07
N -0.2431 -0.9715 0.2386 0.17 -0.32 -0.23 -0.52
C 0.8939 -1.3461 -0.4010 -0.04 0.12 0.08 0.15
C 1.0449 -2.6025 -0.9955 0.06 -0.04 -0.02 -0.09
C -0.0529 -3.4772 -0.9532 0.02 -0.08 -0.04 -0.10
C 2.2955 -2.9581 -1.6082 -0.07 -0.03 0.01 -0.16
C 3.3277 -2.0943 -1.6171 0.06 0.07 0.01 -0.17
C 3.1984 -0.7847 -1.0380 0.06 -0.05 -0.05 -0.10
C 4.2462 0.1533 -1.0421 0.05 -0.08 -0.03 -0.11
C 4.0516 1.3860 -0.4825 0.01 0.06 0.02 -0.25
C 2.8000 1.6869 0.0683 -0.06 0.05 0.02 0.08
N 1.7976 0.8314 0.0817 0.09 -0.19 -0.23 -0.54
C 1.9908 -0.4006 -0.4507 -0.07 0.03 0.07 0.23
H -2.0648 -3.7394 -0.2711 0.00 0.01 0.02 0.24
H -2.1334 -1.5008 0.8128 0.00 0.00 -0.04 0.20
H 0.0252 -4.4545 -1.4144 0.00 0.02 0.01 0.23
H 2.3936 -3.9404 -2.0526 -0.02 0.01 0.01 0.23
H 4.2740 -2.3697 -2.0657 -0.01 0.02 0.00 0.23
H 5.1977 -0.1121 -1.4869 -0.02 0.01 0.00 0.23
H 4.8370 2.1284 -0.4674 -0.02 0.00 0.01 0.24
H 2.6080 2.6580 0.5080 0.00 0.00 -0.01 0.21
S -0.6403 2.5284 2.5563 -0.22 0.02 0.02 -0.17
C -2.1028 2.4467 1.7636 0.04 -0.04 -0.09 0.23
N -3.2539 3.0073 2.2456 0.10 0.04 0.08 -0.51
C -4.4657 2.8034 1.6845 -0.06 0.07 0.09 0.12
C -4.5645 2.0438 0.5668 -0.06 -0.03 -0.11 -0.34
C -3.3567 1.5571 0.0307 0.08 0.06 -0.09 0.16
N -2.1835 1.7612 0.5784 -0.17 0.07 0.12 -0.54
H -3.1678 3.5527 3.0937 -0.03 -0.03 -0.01 0.45
H -5.3105 3.2682 2.1725 0.03 0.01 0.02 0.24
H -5.5159 1.8554 0.0958 0.02 0.00 0.00 0.26
H -3.3569 0.9962 -0.8981 -0.01 -0.02 0.02 0.22
```
Forces are in eV/Å.

Results
- total charge = +1
- gap between HOMO and LUMO (eV) = 7.19

(2)
DFT (ωB97M-V/def2-TZVPD) results for a molecular structure, C16H12F5PbS3 in a non-equilibrium geometry.

The geometry in XYZ format:
```
37
Properties=species:S:1:pos:R:3:forces:R:3:nbo_charge:R:1
Pb -1.0286 0.6878 0.2440 0.20 2.07 0.62 0.91
C -1.2473 -4.4906 1.3039 -0.11 -0.22 0.50 -0.22
C 0.0067 -4.3969 0.6972 0.18 -0.54 0.47 -0.22
C 0.2598 -3.4097 -0.2245 0.10 0.60 -0.50 -0.21
C -0.8074 -2.6403 -0.6982 0.46 0.18 -0.99 -0.21
C -2.0572 -2.7202 -0.1166 -0.44 -0.10 0.38 -0.22
C -2.2636 -3.6296 0.9322 -0.05 0.54 -0.34 -0.22
H -1.4167 -5.1708 2.1518 0.15 0.11 -0.62 0.21
H 0.7816 -5.1280 0.9226 -0.04 0.33 0.33 0.21
H 1.2832 -3.1382 -0.5368 -0.64 -0.65 -0.14 0.22
H -0.6225 -2.0413 -1.6106 -0.27 0.07 0.90 0.23
H -2.8613 -2.0227 -0.3911 0.39 -0.50 -0.11 0.22
H -3.2213 -3.6293 1.4437 0.12 -0.12 -0.01 0.21
C 0.2224 2.7134 3.6145 0.66 1.54 1.48 -0.65
C -0.2292 2.9232 2.2270 -4.50 1.55 -1.06 -0.30
S 0.8691 2.4868 0.9892 0.42 -1.39 -1.37 -0.34
C -1.5611 3.4709 1.8950 4.72 -1.58 2.75 -0.20
C -2.2874 4.1629 3.0433 -0.88 -1.06 -0.73 -0.66
S -2.2343 3.2713 0.3439 -0.55 -0.40 -0.95 -0.35
H 1.1788 2.1769 3.7188 -0.52 0.06 -0.32 0.22
H -0.5233 2.2676 4.2574 -0.37 -0.53 0.14 0.20
H 0.3837 3.6983 4.1172 0.13 -0.31 -0.17 0.19
H -2.3798 3.4382 3.8774 -0.33 0.29 -0.28 0.20
H -3.2954 4.4531 2.6518 0.79 -0.01 0.74 0.22
H -1.7271 4.9940 3.4641 0.00 0.33 -0.22 0.20
F 4.3890 -1.0487 -4.1940 0.22 -0.09 0.02 -0.30
C 3.2739 -0.4998 -3.7149 -1.35 0.39 1.19 0.23
C 2.8488 -0.7146 -2.3709 0.05 0.01 -1.46 0.28
F 3.6172 -1.3689 -1.4908 -0.04 -0.20 -0.31 -0.30
C 1.5861 -0.2713 -1.9883 -0.08 0.75 0.74 0.27
F 1.1539 -0.5149 -0.7010 0.89 -0.29 -1.01 -0.32
C 0.8335 0.6219 -2.7482 0.44 -0.19 -0.56 -0.23
S -0.7078 1.3017 -2.3150 0.21 -0.13 -0.22 -0.25
C 1.4436 1.0027 -3.9724 -2.11 1.46 1.00 0.29
F 0.9339 2.1449 -4.5278 0.41 -1.27 -0.41 -0.31
C 2.4989 0.3656 -4.5275 1.57 -0.76 0.55 0.30
F 2.9072 0.6547 -5.7665 0.17 0.05 -0.03 -0.30
```
Forces are in eV/Å.

Results
- total charge = -1
- gap between HOMO and LUMO (eV) = 5.43

(3)
DFT (ωB97M-V/def2-TZVPD) results for a molecular structure, C16H12IN6O3Ti in a non-equilibrium geometry.

The geometry in XYZ format:
```
39
Properties=species:S:1:pos:R:3:forces:R:3:mulliken_spin:R:1
Ti 1.0093 -0.1972 -1.6343 0.68 -4.36 0.32 0.11
C -2.8612 1.4838 -2.5750 -0.06 -0.10 -0.21 0.00
C -2.7234 0.9332 -1.2011 1.31 -0.70 -0.05 0.00
N -3.6413 1.1670 -0.2923 -0.76 0.61 -0.37 0.00
C -3.5576 0.7216 0.9390 0.52 -0.40 0.31 0.00
C -2.4683 -0.0149 1.4067 0.25 -0.15 -0.23 0.00
C -2.4479 -0.4754 2.8501 -0.06 0.61 0.16 0.00
O -1.8236 -1.7178 3.0437 0.10 -0.46 0.00 0.00
C -1.4101 -0.2548 0.4906 -0.66 0.38 -0.62 -0.01
C -0.1989 -0.9030 0.9090 -0.07 -0.25 0.31 0.00
N 0.8767 -0.9479 0.1803 -0.39 -0.30 0.58 0.01
C 2.0511 -1.5764 0.6460 0.79 -0.58 0.44 0.00
C 2.4669 -1.4464 1.9763 -0.07 0.08 -0.38 0.00
C 3.6109 -2.0838 2.4238 -0.08 -0.06 -0.12 0.00
C 4.3502 -2.8783 1.5599 -0.13 0.02 -0.12 0.00
C 3.9582 -3.0273 0.2340 0.06 0.03 -0.26 0.00
C 2.8371 -2.3585 -0.2159 -0.45 0.16 -0.28 0.00
I 2.2638 -2.5566 -2.3277 0.24 -0.11 1.04 0.01
C -1.5733 0.1868 -0.8582 -2.38 0.65 2.03 0.00
O -0.6693 -0.0999 -1.7865 -1.30 0.24 -1.28 0.00
H -3.9071 1.6807 -2.7921 0.01 0.02 -0.04 0.00
H -2.4441 0.7889 -3.3071 -0.14 0.14 -0.05 0.00
H -2.3125 2.4257 -2.6467 -0.04 0.06 -0.07 0.00
H -4.3903 0.9679 1.5837 -0.04 -0.09 0.16 0.00
H -3.4709 -0.4702 3.2378 0.10 0.03 -0.06 0.00
H -1.8840 0.2645 3.4377 -0.15 -0.15 -0.05 0.00
H -2.4732 -2.4308 3.0413 0.02 0.08 0.04 0.00
H -0.2186 -1.3920 1.8900 0.14 0.12 -0.26 0.00
H 1.8958 -0.8113 2.6399 0.00 0.01 0.07 0.00
H 3.9185 -1.9659 3.4509 0.04 0.02 0.08 0.00
H 5.2386 -3.3843 1.9050 0.04 -0.06 0.03 0.00
H 4.5201 -3.6630 -0.4347 0.10 0.02 0.00 0.00
N 0.9644 2.6085 -1.3101 0.22 -0.82 1.47 0.15
C 0.7721 3.4641 -2.1661 -0.09 2.30 -1.25 0.00
N 0.5108 4.4928 -2.7199 0.78 -2.15 1.42 0.21
C -0.0371 5.1948 -3.6543 -0.28 0.33 -0.59 -0.05
N -0.5462 5.7988 -4.4858 -0.25 0.42 -0.45 0.13
O 2.1367 0.9525 -2.2966 2.00 2.48 -1.82 0.05
N 1.6780 1.5244 -1.1412 -0.05 1.95 0.06 0.39
```
Forces are in eV/Å.

Results
- spin multiplicity = 2
- total charge = +2
- gap between HOMO and LUMO (spin up / spin down) (eV) = 6.69 / 5.53

(4)
DFT (ωB97M-V/def2-TZVPD) results for C16H12N2O2 in the gas phase in a non-equilibrium geometry.

The geometry in XYZ format:
```
32
Properties=species:S:1:pos:R:3:forces:R:3:nbo_charge:R:1
C -3.2861 -2.1687 0.0143 0.01 -0.21 0.00 -0.63
C -3.5806 -0.7038 0.0050 0.13 0.24 0.00 0.02
C -4.9030 -0.2757 0.0019 -0.05 0.04 0.00 -0.21
C -5.2367 1.0661 -0.0061 0.04 0.01 0.00 -0.18
C -4.2375 2.0283 -0.0110 -0.06 0.00 0.00 -0.23
C -2.9183 1.6337 -0.0080 0.10 -0.18 0.00 -0.15
C -2.5732 0.2760 -0.0003 -0.81 -0.03 0.00 -0.09
C -1.1583 -0.0192 0.0012 1.14 0.77 0.00 0.53
N -0.2315 0.8729 0.0039 -0.96 0.21 0.00 -0.47
C 0.9832 0.2131 0.0023 0.60 0.25 0.00 -0.03
C 2.1347 0.9321 0.0054 -0.78 -0.40 0.00 -0.08
C 3.5157 0.5413 0.0025 0.78 -0.24 0.00 -0.16
C 3.9948 -0.7763 -0.0103 0.05 0.16 0.00 -0.13
C 5.3604 -0.9931 -0.0137 0.01 0.13 0.00 -0.26
C 6.2146 0.1007 -0.0040 -0.03 -0.28 0.00 0.05
N 5.7822 1.3531 0.0087 0.41 0.35 0.00 -0.42
C 4.4845 1.5621 0.0116 -0.49 -0.20 0.00 0.08
C 0.6717 -1.2376 -0.0018 1.15 -0.29 0.00 0.75
O 1.3614 -2.2216 -0.0043 -0.47 0.22 0.00 -0.55
O -0.6935 -1.3089 -0.0018 -0.43 -0.32 0.00 -0.48
H -4.2101 -2.7419 0.0197 -0.04 -0.01 0.00 0.21
H -2.7042 -2.4515 -0.8612 -0.01 -0.11 0.02 0.23
H -2.7012 -2.4397 0.8915 -0.01 -0.11 -0.01 0.23
H -5.6895 -1.0166 0.0058 -0.04 -0.08 0.00 0.21
H -6.2754 1.3614 -0.0085 -0.09 0.02 0.00 0.22
H -4.4906 3.0774 -0.0170 0.00 0.09 0.00 0.22
H -2.1177 2.3558 -0.0116 0.04 0.09 0.00 0.24
H 1.9684 2.0041 0.0106 -0.08 0.01 0.00 0.22
H 3.3091 -1.6071 -0.0174 -0.04 -0.02 0.00 0.26
H 5.7558 -1.9969 -0.0237 0.05 -0.08 0.00 0.22
H 7.2897 -0.0215 -0.0063 0.07 -0.11 0.00 0.19
H 4.1814 2.6020 0.0222 -0.16 0.08 0.00 0.19
```
Forces are in eV/Å.

Results
- structure (SMILES) = Cc1ccccc1C1=N/C(=C/c2cccnc2)C(=O)O1
- gap between HOMO and LUMO (eV) = 7.28

(5)
DFT (ωB97M-V/def2-TZVPD) results for 2 unconnected molecules or ions with the total composition C16H13BBrClF2N2O6P.

The geometry in XYZ format:
```
43
Properties=species:S:1:pos:R:3:forces:R:3:nbo_charge:R:1
N -2.2817 2.8678 -1.2883 0.04 0.16 -0.07 -0.25
C -2.8559 1.9187 -1.0022 -0.03 -0.22 0.11 0.25
C -3.5564 0.6854 -0.6093 0.15 0.23 -0.02 -0.31
C -3.4576 -0.3818 -1.7108 -0.09 -0.02 0.10 -0.53
C -3.6421 0.1189 -3.1190 0.10 -0.20 -0.10 0.55
O -3.0136 -0.2324 -4.0494 0.08 0.04 -0.10 -0.46
Br -5.1559 1.3174 -3.3659 -0.21 0.13 0.05 -0.05
C -3.0034 0.2090 0.7843 0.08 -0.09 -0.50 -0.45
C -3.3925 1.2379 1.7567 0.01 0.03 0.09 0.25
N -3.6886 2.0396 2.5266 0.01 -0.19 -0.04 -0.28
C -1.4532 0.0818 0.7675 0.01 0.16 0.29 -0.41
C -0.8011 -0.7217 1.8986 0.22 -0.05 0.12 -0.46
C 0.6110 -1.1333 1.5535 -0.07 0.15 -0.01 0.05
C 1.7056 -0.4629 2.0806 -0.16 0.02 0.06 -0.23
C 2.9943 -0.8546 1.7601 0.14 0.17 0.10 -0.20
C 3.2060 -1.9127 0.8973 0.09 -0.17 -0.03 -0.18
C 2.1204 -2.5778 0.3548 -0.09 -0.06 -0.03 -0.19
C 0.8330 -2.1907 0.6834 -0.05 -0.13 -0.10 -0.26
P -4.0838 -1.2881 1.2440 -0.14 -0.06 0.26 1.17
O -3.7299 -1.4495 2.8194 -0.24 0.17 -0.04 -0.98
Cl -3.0025 -2.8603 0.4391 0.13 0.00 -0.11 -0.32
H -4.6090 0.9485 -0.4909 -0.02 0.03 0.04 0.27
H -2.5148 -0.9221 -1.7008 0.10 0.07 0.03 0.26
H -4.2566 -1.1142 -1.5685 0.01 -0.03 0.06 0.26
H -1.0677 1.0997 0.8457 0.06 0.05 -0.24 0.25
H -1.1078 -0.2921 -0.1946 -0.18 -0.19 -0.05 0.23
H -1.3544 -1.6259 2.1296 -0.12 -0.06 -0.01 0.22
H -0.7508 -0.1183 2.8088 -0.19 0.05 0.05 0.21
H 1.5366 0.3726 2.7486 0.06 0.06 0.05 0.20
H 3.8381 -0.3156 2.1672 0.06 0.04 -0.02 0.23
H 4.2091 -2.2033 0.6296 0.06 0.06 -0.04 0.24
H 2.2650 -3.3959 -0.3365 0.08 -0.04 -0.03 0.21
H -0.0076 -2.7235 0.2552 -0.08 -0.01 0.00 0.20
H -3.1577 -0.7582 3.1748 0.15 -0.10 0.14 0.51
B 4.3503 2.7221 -2.4159 -0.02 0.10 -0.08 1.26
O 4.1035 1.2396 -2.4966 0.04 -0.04 0.05 -0.66
C 4.6888 0.6314 -1.4958 -0.06 -0.06 -0.03 0.68
O 4.6875 -0.5503 -1.2648 0.03 -0.07 -0.10 -0.61
C 5.3911 1.6975 -0.6243 0.03 0.16 0.08 0.68
O 6.0073 1.4711 0.3850 -0.01 -0.02 0.03 -0.60
O 5.1848 2.8699 -1.1734 0.02 -0.07 0.02 -0.66
F 3.1563 3.4033 -2.2781 -0.03 -0.01 0.02 -0.54
F 5.0556 3.1533 -3.5254 0.03 -0.01 -0.01 -0.54
```
Forces are in eV/Å.

Results
- total charge = -1
- gap between HOMO and LUMO (eV) = 8.11

(6)
DFT (ωB97M-V/def2-TZVPD) results for a molecular structure, C16H13ClN7O6 in a non-equilibrium geometry.

The geometry in XYZ format:
```
43
Properties=species:S:1:pos:R:3:forces:R:3:nbo_charge:R:1
C -5.6171 1.1384 1.3090 -0.05 -0.03 0.36 -0.63
C -4.4092 1.8253 0.7385 0.94 -0.59 0.16 -0.07
O -3.2284 1.1503 1.3157 -0.66 0.48 -0.31 -0.52
C -2.1191 1.3266 0.5831 0.74 -1.34 0.88 0.80
C -1.0922 0.1854 0.7559 -0.26 -0.12 -0.61 -0.15
N 0.1375 0.6858 1.0591 1.59 0.59 0.03 -0.42
C 1.1474 0.0269 1.4611 -0.38 -0.75 0.40 0.07
C 2.4868 0.6105 1.4392 0.75 0.41 0.10 -0.09
C 3.6552 -0.1250 1.7592 -0.98 0.48 -0.18 -0.18
C 4.8986 0.4795 1.6722 0.18 0.65 -0.08 -0.24
C 4.9939 1.8304 1.2899 -1.22 -0.82 0.21 -0.05
Cl 6.5342 2.5821 1.2009 0.50 0.23 -0.02 0.00
C 3.8398 2.5668 1.0005 0.42 0.01 -0.04 -0.23
C 2.6004 1.9527 1.0562 0.11 -0.05 0.10 -0.15
O -1.9311 2.2561 -0.1461 -0.11 0.44 -0.51 -0.61
H -6.5063 1.5392 0.8360 -0.26 0.16 -0.04 0.20
H -5.5901 0.0673 1.0955 0.13 0.11 0.09 0.23
H -5.6914 1.3027 2.3933 0.00 -0.12 -0.28 0.20
H -4.3282 1.6447 -0.3375 -0.17 0.32 0.11 0.20
H -4.3622 2.8995 0.9591 -0.01 -0.29 -0.10 0.18
H -1.4588 -0.6844 1.3481 0.15 0.38 -0.51 0.19
H 1.0971 -1.0098 1.8491 -0.21 0.11 -0.31 0.14
H 3.5524 -1.1633 2.0792 0.13 0.23 -0.13 0.21
H 5.8057 -0.0620 1.9185 -0.11 0.02 -0.07 0.22
H 3.9253 3.6177 0.7227 0.01 -0.30 0.04 0.22
H 1.6832 2.4959 0.8152 0.37 -0.19 0.03 0.25
O 2.6369 -3.5673 -3.2944 -1.74 0.07 0.92 -0.38
N 1.5290 -3.7220 -2.7564 -0.47 -0.60 0.04 0.52
O 0.9647 -4.8367 -2.6401 0.95 1.24 -0.24 -0.45
C 0.7680 -2.5913 -2.2243 0.23 -0.50 0.07 -0.13
C -0.4814 -2.7713 -1.6251 -0.26 0.08 0.19 -0.09
C -1.2410 -1.6899 -1.1509 -0.61 -1.71 -0.46 -0.10
N -2.5844 -1.8769 -0.6720 -0.45 0.52 -0.14 0.50
O -3.0252 -3.0153 -0.4350 0.40 1.29 -0.28 -0.43
O -3.2629 -0.8106 -0.5117 1.05 -2.25 -0.35 -0.47
C -0.7649 -0.3496 -1.1075 -1.55 2.21 1.22 0.03
N 0.5011 -0.2447 -1.7023 1.52 -0.28 -0.36 -0.23
N 1.1714 0.9299 -1.8888 0.73 -0.41 -0.16 -0.06
N 2.3188 0.6291 -2.4302 -1.65 -0.37 0.79 -0.06
N 2.4394 -0.7030 -2.6306 -1.10 -0.40 -0.16 -0.30
C 1.2780 -1.2602 -2.2410 1.10 1.41 0.62 0.32
H -0.8842 -3.7803 -1.5163 0.07 0.38 -0.20 0.27
H -1.3866 0.5206 -1.3470 0.17 -0.70 -0.84 0.26
```
Forces are in eV/Å.

Results
- total charge = -1
- gap between HOMO and LUMO (eV) = 6.59